Entry 1:
# C31H80KN2O33S8V

C31H80KN2O33S8V as an isolated structure at a distorted geometry (ωB97M-V with the def2-TZVPD basis set, the Open Molecules 2025 dataset).

Charge = 0
HOMO = -9.26 eV
Strongest force on any atom = 0.0908 hartree/bohr
Calculated total energy = -8550.61870 a.u.

Cartesian coordinates (Å):
1 K -4.216 3.807 -1.276
2 O 0.036 0.137 -0.607
3 V -0.880 1.412 -0.300
4 O -0.954 1.511 1.288
5 C -3.311 -0.679 -2.503
6 C -3.589 -0.160 -1.038
7 C -2.879 -1.146 -0.149
8 O -3.100 1.143 -0.789
9 H -2.282 -0.620 -2.858
10 H -4.011 -0.255 -3.222
11 H -3.480 -1.754 -2.563
12 H -4.623 -0.168 -0.696
13 H -1.838 -1.288 -0.441
14 H -3.423 -2.087 -0.075
15 H -2.743 -0.995 0.922
16 C 0.302 4.845 -2.476
17 C -0.206 3.578 -1.775
18 O -0.859 3.717 -0.718
19 O 0.021 2.434 -2.162
20 H 1.015 4.587 -3.259
21 H 0.753 5.490 -1.722
22 H -0.488 5.368 -3.014
23 O -1.539 8.942 2.042
24 S -0.698 7.869 1.669
25 O 0.763 7.939 1.899
26 O -1.293 6.504 2.480
27 C -0.320 5.459 2.690
28 C -1.124 4.513 3.604
29 C -1.179 7.411 -0.127
30 H 0.606 5.854 3.108
31 H -0.161 4.904 1.765
32 H -1.331 5.139 4.473
33 H -0.725 3.527 3.842
34 H -2.158 4.284 3.344
35 H -1.310 8.288 -0.761
36 H -2.151 6.934 -0.255
37 H -0.340 6.821 -0.494
38 O 4.490 -2.504 -1.631
39 S 3.417 -2.616 -2.567
40 O 2.505 -1.464 -2.732
41 O 3.932 -2.931 -4.097
42 C 4.876 -3.966 -4.337
43 C 5.176 -3.804 -5.906
44 C 2.359 -4.012 -2.220
45 H 4.442 -4.963 -4.254
46 H 5.883 -3.902 -3.926
47 H 5.788 -4.583 -6.360
48 H 5.635 -2.850 -6.166
49 H 4.255 -3.761 -6.487
50 H 1.845 -4.099 -3.177
51 H 1.630 -3.714 -1.467
52 H 3.015 -4.826 -1.911
53 O 6.477 4.089 -3.682
54 S 5.766 2.848 -3.422
55 O 5.085 2.634 -2.128
56 O 4.669 2.537 -4.711
57 C 3.461 1.718 -4.543
58 C 3.726 0.331 -5.237
59 C 6.770 1.315 -3.856
60 H 2.664 2.146 -5.152
61 H 2.976 1.774 -3.568
62 H 4.361 0.396 -6.121
63 H 2.802 -0.203 -5.460
64 H 4.372 -0.313 -4.641
65 H 7.786 1.708 -3.895
66 H 6.467 0.883 -4.809
67 H 6.601 0.638 -3.019
68 O -5.038 3.595 1.391
69 S -4.933 2.965 2.714
70 O -4.892 3.741 3.934
71 O -6.270 2.027 2.989
72 C -7.087 1.510 1.949
73 C -8.138 0.652 2.588
74 C -3.598 1.574 2.750
75 H -6.313 0.988 1.386
76 H -7.576 2.228 1.290
77 H -8.944 1.309 2.914
78 H -7.754 0.171 3.487
79 H -8.595 -0.173 2.042
80 H -2.697 2.078 3.101
81 H -3.334 1.158 1.778
82 H -4.001 0.770 3.367
83 O -0.995 -2.150 2.638
84 S -1.925 -2.014 3.821
85 O -1.772 -0.801 4.614
86 O -3.459 -2.101 3.295
87 C -4.540 -1.850 4.194
88 C -4.980 -3.204 4.812
89 C -1.779 -3.619 4.908
90 H -5.423 -1.409 3.731
91 H -4.210 -1.162 4.972
92 H -4.653 -3.431 5.826
93 H -4.600 -4.006 4.180
94 H -6.044 -3.438 4.780
95 H -0.728 -3.769 5.154
96 H -2.209 -4.467 4.374
97 H -2.221 -3.352 5.868
98 O -0.247 -5.047 2.995
99 S 0.999 -5.775 3.119
100 O 1.574 -6.366 1.898
101 O 2.131 -4.788 3.904
102 C 2.230 -3.448 3.488
103 C 2.334 -3.163 1.934
104 C 1.018 -7.128 4.448
105 H 2.924 -2.843 4.072
106 H 1.303 -3.009 3.856
107 H 2.873 -3.933 1.382
108 H 2.696 -2.173 1.655
109 H 1.313 -3.101 1.558
110 H 2.025 -7.537 4.370
111 H 0.284 -7.930 4.368
112 H 0.901 -6.547 5.363
113 O 1.615 2.408 1.119
114 S 2.799 3.140 1.463
115 O 2.842 3.861 2.724
116 O 4.078 2.052 1.571
117 C 3.814 0.862 0.816
118 C 4.948 -0.045 1.013
119 C 3.383 4.152 0.098
120 H 3.916 0.932 -0.267
121 H 2.876 0.383 1.099
122 H 5.844 0.412 0.593
123 H 4.777 -0.951 0.431
124 H 4.959 -0.303 2.072
125 H 2.574 4.848 -0.122
126 H 3.456 3.443 -0.727
127 H 4.328 4.543 0.475
128 O -0.741 -5.213 -5.331
129 S -1.250 -4.215 -4.343
130 O -2.678 -3.934 -4.203
131 O -0.587 -4.518 -2.865
132 C -1.495 -4.260 -1.789
133 C -0.699 -4.700 -0.557
134 C -0.434 -2.584 -4.663
135 H -2.387 -4.876 -1.906
136 H -1.744 -3.201 -1.716
137 H -0.103 -3.863 -0.194
138 H -0.034 -5.546 -0.733
139 H -1.554 -4.973 0.061
140 H -0.773 -1.870 -3.913
141 H -0.550 -2.226 -5.686
142 H 0.618 -2.824 -4.504
143 C -2.291 1.797 -4.465
144 N -2.857 3.191 -4.668
145 O -3.168 3.606 -5.747
146 O -2.974 3.912 -3.676
147 H -1.933 1.597 -3.455
148 H -1.485 1.877 -5.194
149 H -2.934 1.028 -4.894
150 C 0.956 1.035 4.131
151 N 2.186 1.758 4.601
152 O 2.102 2.712 5.350
153 O 3.293 1.252 4.337
154 H 0.170 0.863 4.867
155 H 1.323 0.029 3.927
156 H 0.653 1.600 3.250

Cartesian forces (eV/Å) of the 6 atoms listed first:
K 0.49 -0.48 0.44
O -1.06 1.05 0.16
V -1.03 -0.50 0.13
O -0.10 0.08 -1.08
C -1.36 -0.26 0.61
C 1.91 0.06 0.14

Entry 2:
# C2H8NO2

A 4-piece molecular cluster, C2H8NO2 overall at a distorted geometry (ωB97M-V with the def2-TZVPD basis set, the Open Molecules 2025 dataset).

ΔE to the lowest compared entry with this formula, charge and spin = 116.9 kcal per mole
Charge = +1
HOMO = -12.98 eV
Strongest force on any atom = 0.1113 hartree/bohr
Calculated total energy = -285.83222 a.u.

Cartesian coordinates (Å):
1 C -1.120 -1.512 -1.858
2 C 1.023 0.969 0.330
3 N -0.111 -1.595 -1.109
4 O 0.438 2.154 0.703
5 O 2.198 0.820 0.674
6 H -2.065 -1.528 -1.342
7 H -1.373 0.885 2.611
8 H -1.181 -1.377 -2.880
9 H -0.527 0.699 2.659
10 H -0.302 -1.679 -0.069
11 H 0.968 -1.647 -1.266
12 H -0.375 2.292 0.219
13 H 2.427 1.520 1.328

Cartesian forces (eV/Å) of the 6 atoms listed first:
C -0.62 0.02 1.79
C -5.11 0.48 -2.53
N 2.47 -0.75 2.33
O 2.44 -1.15 0.27
O 2.44 0.70 2.25
H -0.29 -0.02 0.09

Entry 3:
# C30H50BN7O2P2S3W

C30H50BN7O2P2S3W as an isolated structure at a distorted geometry (ωB97M-V with the def2-TZVPD basis set, the Open Molecules 2025 dataset).

⟨S²⟩ = 2.02
ΔE to the lowest compared entry with this formula, charge and spin = 53.7 kcal per mole
Charge = +2
HOMO (alpha / beta) = -12.24 / -12.24 eV
Strongest force on any atom = 0.0644 hartree/bohr
Calculated total energy = -3675.69628 a.u.
2S+1 = 3

Cartesian coordinates (Å):
1 W -1.424 -0.785 -0.060
2 C 2.137 -4.607 -1.681
3 N 2.021 -4.084 -0.301
4 C 2.931 -4.215 0.804
5 C 2.380 -3.433 1.774
6 N 1.260 -2.814 1.312
7 B 0.506 -1.731 2.028
8 N -0.610 -2.355 2.876
9 C -0.246 -2.689 4.147
10 C -1.385 -3.196 4.696
11 N -2.398 -3.226 3.742
12 C -3.747 -3.760 3.964
13 C -1.916 -2.670 2.596
14 S -2.701 -2.569 1.102
15 C 1.031 -3.224 0.061
16 S -0.139 -2.651 -1.074
17 H 2.401 -3.847 -2.392
18 H 1.199 -5.030 -2.004
19 H 2.903 -5.335 -1.668
20 H 3.769 -4.919 0.773
21 H 2.848 -3.209 2.709
22 H 0.101 -0.952 1.126
23 H 1.287 -1.130 2.719
24 H 0.678 -2.472 4.644
25 H -1.459 -3.657 5.658
26 H -3.638 -4.693 3.424
27 H -4.548 -3.167 3.528
28 H -3.980 -3.947 5.043
29 C -4.597 -0.964 -1.561
30 P -3.627 0.181 -0.635
31 C -3.836 1.639 -1.707
32 C -4.800 0.539 0.856
33 C -4.053 0.607 2.248
34 P -2.289 0.801 2.018
35 C -1.516 0.870 3.671
36 C -2.129 2.583 1.496
37 H -4.524 -1.956 -1.073
38 H -4.229 -0.968 -2.565
39 H -5.634 -0.635 -1.598
40 H -3.143 1.640 -2.571
41 H -3.808 2.568 -1.172
42 H -4.792 1.615 -2.175
43 H -5.592 -0.239 0.873
44 H -5.383 1.427 0.693
45 H -4.341 -0.339 2.762
46 H -4.446 1.438 2.874
47 H -1.711 1.762 4.319
48 H -0.448 0.655 3.558
49 H -1.891 0.025 4.245
50 H -1.941 2.713 0.416
51 H -1.177 2.803 1.947
52 H -2.891 4.348 1.812
53 N -1.271 -0.762 -3.443
54 C -1.548 -0.742 -2.321
55 C 2.162 1.867 -4.604
56 N 1.751 1.085 -3.404
57 N 0.802 1.597 -2.527
58 C 0.738 0.692 -1.453
59 O -0.146 0.771 -0.566
60 C 1.808 -0.151 -1.613
61 C 2.436 0.081 -2.814
62 C 3.554 -0.624 -3.355
63 C -0.181 2.580 -2.888
64 C -0.744 2.649 -4.157
65 C -1.630 3.653 -4.399
66 C -1.957 4.567 -3.431
67 C -1.438 4.462 -2.127
68 C -0.467 3.506 -1.908
69 H 3.238 1.960 -4.691
70 H 1.798 2.858 -4.473
71 H 1.752 1.519 -5.557
72 H 2.095 -0.974 -0.910
73 H 3.810 -1.448 -2.651
74 H 4.438 0.011 -3.370
75 H 3.350 -0.847 -4.358
76 H -0.588 1.805 -4.802
77 H -2.061 3.775 -5.367
78 H -2.559 5.453 -3.656
79 H -1.664 5.126 -1.342
80 H 0.133 3.470 -0.991
81 C 6.152 -0.556 0.930
82 C 6.206 0.868 1.433
83 S 4.759 1.497 2.461
84 O -3.209 3.432 1.865
85 C 3.314 1.305 1.399
86 C 2.804 2.668 0.870
87 H 5.657 -0.572 -0.073
88 H 5.624 -1.197 1.582
89 H 7.145 -0.900 0.749
90 H 6.401 1.466 0.575
91 H 7.022 1.074 2.083
92 H 2.509 0.728 1.957
93 H 3.629 0.558 0.671
94 H 2.842 3.314 1.742
95 H 1.744 2.611 0.683
96 H 3.328 3.020 -0.027

Cartesian forces (eV/Å) of the 6 atoms listed first:
W 0.78 0.40 -0.44
C -0.30 0.27 0.99
N -0.04 0.46 0.46
C -1.70 0.01 -1.12
C 1.90 -0.73 -0.31
N -0.02 -0.17 -0.79

Entry 4:
# C34H51BN5O9PSiTi

C34H51BN5O9PSiTi as an isolated structure at a distorted geometry (ωB97M-V with the def2-TZVPD basis set, the Open Molecules 2025 dataset).

⟨S²⟩ = 0.76
ΔE to the lowest compared entry with this formula, charge and spin = 3.6 kcal per mole
Charge = -1
HOMO (alpha / beta) = -3.80 / -4.96 eV
Strongest force on any atom = 0.0578 hartree/bohr
Calculated total energy = -3782.78750 a.u.
2S+1 = 2

Cartesian coordinates (Å):
1 Ti 0.102 -0.273 0.169
2 O 3.723 1.661 -0.046
3 C 2.551 1.270 -0.070
4 N 2.058 0.057 0.234
5 C 2.806 -1.029 0.665
6 C 4.166 -1.084 0.957
7 C 4.740 -2.288 1.340
8 C 3.984 -3.444 1.431
9 C 2.633 -3.423 1.115
10 C 2.046 -2.230 0.725
11 N 0.775 -2.081 0.184
12 C 0.410 -2.907 -0.831
13 O 0.476 -4.132 -0.868
14 C 0.134 -2.098 -2.048
15 C 0.194 -2.703 -3.306
16 C 0.331 -1.924 -4.434
17 C 0.382 -0.533 -4.274
18 C 0.286 -0.003 -3.002
19 N 0.183 -0.747 -1.903
20 C 1.434 2.169 -0.487
21 C 1.647 3.461 -0.950
22 C 0.562 4.278 -1.214
23 C -0.727 3.736 -1.072
24 C -0.868 2.433 -0.656
25 N 0.179 1.655 -0.334
26 H 4.771 -0.195 0.870
27 H 5.797 -2.324 1.561
28 H 4.454 -4.371 1.731
29 H 2.036 -4.321 1.135
30 H 0.189 -3.781 -3.356
31 H 0.425 -2.368 -5.413
32 H 0.505 0.119 -5.124
33 H 0.312 1.075 -2.857
34 H 2.668 3.791 -1.084
35 H 0.703 5.303 -1.520
36 H -1.596 4.336 -1.294
37 H -1.840 1.956 -0.567
38 B -0.608 -1.156 4.578
39 C -0.253 -0.692 3.157
40 N 0.018 -0.241 2.118
41 H -0.554 -2.351 4.606
42 H 0.201 -0.650 5.300
43 H -1.718 -0.746 4.801
44 C 1.934 4.827 2.197
45 O 2.268 3.615 2.823
46 P 1.354 2.236 2.594
47 O 2.098 1.434 3.790
48 C 3.322 0.768 3.544
49 O 0.091 2.800 3.464
50 C -1.222 2.296 3.345
51 H 2.394 5.629 2.778
52 H 0.854 4.986 2.183
53 H 2.311 4.860 1.172
54 H 3.964 0.919 4.416
55 H 3.828 1.167 2.665
56 H 3.143 -0.300 3.402
57 H -1.900 3.114 3.608
58 H -1.368 1.460 4.033
59 H -1.435 1.951 2.326
60 C -3.976 -2.732 3.204
61 C -3.730 -2.832 1.696
62 C -2.323 -3.348 1.416
63 C -4.780 -3.742 1.045
64 O -3.892 -1.524 1.175
65 Si -3.253 -0.826 -0.159
66 O -1.751 -0.342 0.030
67 O -4.277 0.407 -0.559
68 C -5.169 1.200 0.192
69 C -4.430 1.880 1.345
70 C -5.734 2.255 -0.772
71 C -6.318 0.358 0.756
72 O -3.344 -1.905 -1.398
73 C -3.823 -1.806 -2.717
74 C -5.344 -1.629 -2.706
75 C -3.170 -0.628 -3.440
76 C -3.443 -3.119 -3.411
77 H -3.893 -3.707 3.677
78 H -4.971 -2.332 3.392
79 H -3.238 -2.065 3.642
80 H -2.147 -4.301 1.907
81 H -1.599 -2.619 1.779
82 H -2.182 -3.465 0.345
83 H -4.662 -4.765 1.390
84 H -4.660 -3.708 -0.034
85 H -5.782 -3.396 1.291
86 H -3.733 2.619 0.960
87 H -3.874 1.125 1.891
88 H -5.135 2.368 2.013
89 H -4.922 2.827 -1.213
90 H -6.395 2.933 -0.237
91 H -6.293 1.775 -1.573
92 H -5.910 -0.385 1.432
93 H -6.846 -0.154 -0.043
94 H -7.017 1.000 1.288
95 H -5.584 -0.720 -2.167
96 H -5.809 -2.468 -2.195
97 H -5.730 -1.570 -3.721
98 H -3.411 0.293 -2.918
99 H -3.515 -0.573 -4.470
100 H -2.094 -0.756 -3.432
101 H -3.939 -3.954 -2.922
102 H -2.368 -3.266 -3.339
103 H -3.733 -3.093 -4.459

Cartesian forces (eV/Å) of the 6 atoms listed first:
Ti -2.03 0.28 -0.57
O -0.42 0.08 -0.10
C 0.69 -0.37 0.01
N 1.38 0.77 -0.27
C 0.45 -0.90 0.12
C -0.08 0.22 -0.04

Entry 5:
# C4H9NO

A 2-piece molecular cluster, C4H9NO overall at a distorted geometry (ωB97M-V with the def2-TZVPD basis set, the Open Molecules 2025 dataset).

⟨S²⟩ = 0.75
ΔE to the lowest compared entry with this formula, charge and spin = 41.3 kcal per mole
Charge = -1
HOMO (alpha / beta) = 0.54 / -3.24 eV
Strongest force on any atom = 0.0338 hartree/bohr
Calculated total energy = -287.67934 a.u.
2S+1 = 2

Cartesian coordinates (Å):
1 C -2.467 -0.433 0.342
2 C -1.103 0.758 1.918
3 N -1.699 0.688 0.715
4 H -3.485 -0.437 0.788
5 H -2.611 -0.408 -0.744
6 H -1.990 -1.378 0.696
7 H -0.479 1.629 2.079
8 H -1.359 0.097 2.752
9 C 3.093 0.140 -0.961
10 C 1.953 -0.370 -1.418
11 O 0.881 0.370 -1.841
12 H 3.555 1.065 -1.277
13 H 3.754 -0.607 -0.537
14 H 1.736 -1.439 -1.389
15 H 0.222 0.325 -1.122

Cartesian forces (eV/Å) of the 6 atoms listed first:
C -0.06 0.04 0.70
C -0.22 -0.38 -0.25
N 0.67 0.88 -0.92
H -0.11 -0.07 0.07
H 0.01 -0.41 0.02
H -0.09 -0.19 -0.37

Entry 6:
# C21H26ClN3O4

One molecule with the formula C21H26ClN3O4 (ωB97M-V with the def2-TZVPD basis set, the Open Molecules 2025 dataset).

SMILES = CC(C)[C@H](NC(=O)c1cc2cc(Cl)ccc2n1C)C(=O)N1CCC(C(=O)O)CC1
ΔE to the lowest compared entry with this formula, charge and spin = 0.0 kcal per mole
Charge = 0
HOMO = -8.19 eV
Strongest force on any atom = 0.0134 hartree/bohr
Calculated total energy = -1741.34333 a.u.

Cartesian coordinates (Å):
1 C -1.108 2.017 -2.637
2 H -1.087 1.170 -3.318
3 H -1.993 1.929 -2.012
4 H -1.188 2.931 -3.221
5 C 0.158 2.044 -1.785
6 C 1.394 2.195 -2.666
7 H 2.292 2.272 -2.058
8 H 1.314 3.097 -3.269
9 H 1.491 1.344 -3.337
10 H 0.111 2.893 -1.094
11 C 0.252 0.762 -0.930
12 N -0.897 0.651 -0.060
13 C -1.764 -0.383 -0.135
14 O -1.657 -1.254 -0.988
15 C -2.847 -0.328 0.865
16 C -3.228 0.755 1.631
17 C -4.330 0.349 2.415
18 C -5.130 0.992 3.364
19 C -6.138 0.262 3.945
20 C -6.381 -1.079 3.620
21 C -5.604 -1.727 2.689
22 C -4.577 -1.008 2.082
23 N -3.675 -1.391 1.137
24 C -3.618 -2.714 0.577
25 H -3.346 -3.441 1.346
26 H -2.877 -2.731 -0.219
27 H -4.592 -2.984 0.165
28 H -5.791 -2.760 2.440
29 H -7.188 -1.598 4.113
30 Cl -7.158 1.014 5.130
31 H -4.958 2.023 3.629
32 H -2.797 1.736 1.626
33 H -0.906 1.286 0.723
34 C 1.475 0.853 -0.012
35 O 1.433 1.638 0.924
36 N 2.550 0.073 -0.236
37 C 2.754 -0.920 -1.266
38 H 1.877 -1.010 -1.902
39 C 3.973 -0.571 -2.124
40 H 4.142 -1.382 -2.832
41 C 5.221 -0.368 -1.262
42 C 5.725 -1.679 -0.691
43 O 5.223 -2.759 -0.846
44 O 6.848 -1.505 0.017
45 H 7.164 -2.354 0.365
46 C 4.925 0.633 -0.136
47 C 3.693 0.192 0.650
48 H 3.443 0.925 1.419
49 H 3.876 -0.779 1.125
50 H 5.783 0.711 0.531
51 H 4.737 1.615 -0.574
52 H 6.038 0.026 -1.877
53 H 3.779 0.346 -2.683
54 H 2.927 -1.889 -0.785
55 H 0.234 -0.119 -1.572

Cartesian forces (eV/Å) of the 6 atoms listed first:
C 0.14 0.03 0.22
H -0.02 -0.11 -0.13
H -0.12 0.00 -0.01
H -0.04 0.08 -0.08
C -0.01 -0.19 -0.16
C -0.18 0.11 0.25